[1]
The following is a quantum chemistry calculation of a structure of composition C24H18NO4PSbSe4Ta, from OMol25.

HOMO, eV: -14.01
Orbital gap, eV: 5.84

Structure (ORCA input):
```
! wB97M-V def2-TZVPD RIJCOSX def2/J DEFGRID3
* xyz 2 1
Ta -0.09340 -0.71779 0.24175
O -0.38476 0.94061 -1.39199
C 0.55293 0.23231 -1.80831
O 1.47529 -0.10257 -0.94170
C 0.27231 -0.82762 -2.82605
C 0.05485 -0.72102 -4.19325
C -0.44691 -1.83886 -4.80832
C -0.72888 -3.00376 -4.05434
C -1.21255 -4.19104 -4.65893
C -1.41499 -5.31101 -3.90945
C -1.14444 -5.30132 -2.52225
C -0.70973 -4.16529 -1.89533
C -0.50500 -2.99197 -2.65215
N 0.02497 -1.87948 -2.05928
H 0.27909 0.19355 -4.72187
H -0.62788 -1.84661 -5.87615
H -1.38863 -4.19930 -5.72687
H -1.76062 -6.22204 -4.37790
H -1.26888 -6.21347 -1.95256
H -0.47922 -4.15904 -0.83704
O 1.54200 -2.05907 0.91162
C 1.32078 -1.35189 1.92533
O 0.06340 -1.27720 2.27063
C 2.18511 -0.14263 2.24041
P 0.87989 1.16619 1.73406
C 1.71753 2.57327 1.02350
C 1.05116 3.79968 1.08924
C 1.62684 4.92398 0.52206
C 2.86524 4.82936 -0.09973
C 3.52716 3.60930 -0.16508
C 2.95450 2.47583 0.38813
C 0.02899 1.65792 3.22258
C 0.76857 2.24651 4.25060
C 0.11948 2.66375 5.39901
C -1.25823 2.50717 5.51413
C -1.99196 1.93560 4.48493
C -1.34994 1.50591 3.33452
H 3.06567 -0.13768 1.60199
H 2.47355 -0.01110 3.28284
H 0.09676 3.88147 1.59492
H 1.11522 5.87487 0.57699
H 3.32084 5.71138 -0.52934
H 4.49509 3.54083 -0.64268
H 3.48412 1.53189 0.31667
H 1.83847 2.39359 4.15483
H 0.68387 3.11711 6.20204
H -1.76162 2.83759 6.41271
H -3.06347 1.82374 4.57867
H -1.92268 1.05640 2.53183
Se -5.85915 -2.63636 -0.42406
Sb -4.06507 -1.89902 -1.92825
Se -4.09518 -4.19777 -1.10217
Se -3.90510 -0.61212 -3.84991
Se -2.44539 -1.01275 0.14895
*
```

=====

[2]
The following is a quantum chemistry calculation of the ion C6H12NO with charge +2, from OMol25.

HOMO (spin up / spin down), eV: -17.65 / -17.65
Orbital gap (spin up / spin down), eV: 6.07 / 5.15
Relative energy (zero: lowest compared OMol25 entry of this formula, charge and spin), eV: 4.0661
Expectation value of S²: 0.76

Structure (ORCA input):
```
! wB97M-V def2-TZVPD RIJCOSX def2/J DEFGRID3
* xyz 2 2
C 0.98299 1.75774 1.67991
C 0.82283 0.32000 2.28049
C 0.04420 -0.47551 1.33990
C 0.56119 -1.14148 0.05974
C 0.08662 -0.61413 -1.29525
C -0.82861 -1.32572 -2.03421
O -1.23248 -0.93149 -3.19504
N -0.31366 2.24031 1.08292
H 1.20744 2.39323 2.54137
H 1.69141 1.74080 0.86051
H 0.30065 0.25512 3.24031
H 1.83316 -0.11128 2.44573
H 1.67203 -1.10739 -0.01615
H 0.37235 -2.21092 0.27338
H 0.48193 0.32338 -1.68908
H -1.11182 -2.33030 -1.68420
H -1.69236 -1.66503 -3.65661
H -0.72603 1.33297 0.77434
H -0.95409 2.58053 1.79973
H -0.83993 -0.98814 1.76300
*
```

=====

[3]
The following is a quantum chemistry calculation of an isolated molecule of C6H6O, from OMol25.

HOMO, eV: -8.56
Orbital gap, eV: 8.68
Structure (SMILES): C1=C[C@@H]2O[C@@H]2C=C1
Relative energy (zero: lowest compared OMol25 entry of this formula, charge and spin), eV: 4.9027

Structure (ORCA input):
```
! wB97M-V def2-TZVPD RIJCOSX def2/J DEFGRID3
* xyz 0 1
C -0.17088 0.14615 1.54695
C -0.44069 1.24245 0.73242
C -0.39261 1.02384 -0.80858
O -1.05306 -0.25358 -1.41437
C 0.38550 -0.12303 -1.35832
C 0.78192 -1.00815 -0.42558
C 0.35058 -0.94974 0.87706
H -0.32458 0.12627 2.64781
H -0.84864 2.11319 1.44759
H -0.61086 1.97828 -1.28954
H 0.56083 -0.37043 -2.64215
H 1.30756 -1.89994 -0.75436
H 0.45493 -2.02529 1.44106
*
```

=====

[4]
The following is a quantum chemistry calculation of an isolated molecule of C7H12, from OMol25.

HOMO, eV: -8.41
Orbital gap, eV: 9.53
Structure (SMILES): C=C(/C=C/C)CC
Relative energy (zero: lowest compared OMol25 entry of this formula, charge and spin), eV: 1.3848

Structure (ORCA input):
```
! wB97M-V def2-TZVPD RIJCOSX def2/J DEFGRID3
* xyz 0 1
C -2.16506 -0.89673 -0.23048
C -0.88405 -0.54834 -0.36986
C -0.54604 0.90964 -0.27787
C 0.67445 1.41043 -0.07020
C 0.87468 2.87281 0.21722
C 0.24001 -1.48969 -0.61517
C 0.66673 -2.26375 0.67831
H -2.56876 -1.88390 -0.10999
H -2.91814 -0.11273 -0.24954
H -1.39020 1.59284 -0.27804
H 1.60106 0.85759 -0.04646
H 1.94055 3.09308 0.30232
H 0.53798 3.49110 -0.62663
H 0.38597 3.30823 1.08949
H 1.13669 -0.99682 -0.97418
H 0.02498 -2.13555 -1.47166
H 0.00903 -2.06760 1.52316
H 1.57978 -1.83959 1.11092
H 0.80034 -3.30103 0.39866
*
```

=====

[5]
The following is a quantum chemistry calculation of a cluster of 4 separate species, C4H11NO3 in total, from OMol25.

HOMO, eV: -8.63
Orbital gap, eV: 9.22
Structure (SMILES): c1cc[nH]c1.O.O.O
Relative energy (zero: lowest compared OMol25 entry of this formula, charge and spin), eV: 1.7525

Structure (ORCA input):
```
! wB97M-V def2-TZVPD RIJCOSX def2/J DEFGRID3
* xyz 0 1
C 0.10573 0.00805 0.46076
C 1.25545 -0.85050 0.57813
C 2.37093 -0.04370 0.49895
N 1.95398 1.24247 0.27206
C 0.57299 1.29383 0.39175
H -0.87131 -0.41783 0.33053
H 1.44781 -1.90205 0.70455
H 3.43843 -0.18878 0.54541
H 2.46056 2.05174 0.59466
H 0.12074 2.26902 0.33934
O -4.18081 -2.14271 -3.17982
H -3.86561 -1.73004 -2.35226
H -4.71915 -1.50476 -3.68047
O 2.67144 0.83103 3.84819
H 2.76354 0.46450 2.97196
H 2.05122 0.21561 4.28618
O -2.68439 -0.02077 -1.88204
H -2.11289 -0.46414 -2.53289
H -2.77865 0.88907 -2.19501
*
```

=====

[6]
The following is a quantum chemistry calculation of an isolated molecule of C14H9N3O, from OMol25.

HOMO, eV: -7.72
Orbital gap, eV: 7.32
Structure (SMILES): c1ccc2c(c1)Nc1nc3ccccc3nc1O2

Structure (ORCA input):
```
! wB97M-V def2-TZVPD RIJCOSX def2/J DEFGRID3
* xyz 0 1
C 1.33960 2.96744 3.33791
C 2.57731 2.40277 3.23277
C 2.72583 1.32995 2.44645
C 1.69487 1.04405 1.47168
C 0.44242 1.72947 1.57868
C 0.27626 2.71444 2.59730
N -0.55536 1.48848 0.56404
C -0.38832 0.41107 -0.34402
N -1.55078 0.13740 -0.95529
C -1.47329 -1.01987 -1.66582
C -2.64345 -1.50569 -2.26169
C -2.60894 -2.65333 -3.03885
C -1.37364 -3.33759 -3.21511
C -0.12478 -2.90282 -2.56235
C -0.18116 -1.73516 -1.76056
N 0.88698 -1.36205 -1.12221
C 0.80568 -0.24864 -0.40783
O 1.86902 0.03767 0.42943
H 1.30775 3.83573 4.01679
H 3.31868 2.82603 3.91349
H 3.60334 0.74537 2.38288
H -0.71908 3.12744 2.95902
H -1.53901 1.58293 0.90154
H -3.54966 -1.04379 -2.15667
H -3.53086 -3.02035 -3.50923
H -1.37675 -4.11394 -4.11500
H 0.76735 -3.43700 -2.71738
*
```

=====

| no. | largest force on an atom (eV/Å) |
| --- | --- |
| 1 | 0.88 |
| 2 | 2.86 |
| 3 | 7.48 |
| 4 | 1.43 |
| 5 | 1.77 |
| 6 | 5.28 |